No. 1
Formula: C42H40Cl2F15GeNiSSi4Te
Source: the OMol25 dataset
Level of theory: ωB97M-V/def2-TZVPD

The geometry in XYZ format:
```
107
Properties=species:S:1:pos:R:3:mulliken_charge:R:1
Ni 12.326 -7.632 18.850 0.0017
Cl 14.496 -4.511 19.652 -0.1011
C 14.082 -4.291 17.932 -0.5620
Cl 13.194 -5.727 17.212 -0.0490
H 14.999 -4.296 17.350 0.3562
H 13.496 -3.335 17.837 0.3369
C 7.416 -11.622 18.148 -0.7328
C 7.722 -10.766 19.210 -0.6713
C 8.479 -9.584 18.999 -0.4191
C 9.255 -9.442 17.851 1.7466
C 9.068 -10.418 16.774 -1.0349
C 8.166 -11.439 16.990 -0.2845
C 10.041 -8.239 17.599 -0.0558
C 10.452 -7.304 18.472 -1.1812
C 9.783 -5.962 18.655 0.4688
C 10.200 -4.927 19.518 0.3201
C 9.466 -3.792 19.726 -0.2215
C 8.234 -3.571 19.015 -0.5920
C 7.800 -4.625 18.201 -0.8687
C 8.535 -5.787 18.067 -0.2227
H 6.757 -12.462 18.248 0.4005
H 7.476 -11.105 20.203 0.3441
H 8.578 -8.883 19.835 0.6948
H 9.487 -10.280 15.780 0.4319
H 8.041 -12.229 16.196 0.2450
H 10.511 -8.121 16.601 0.2553
H 11.176 -5.094 20.011 0.0355
H 9.772 -3.080 20.538 0.2505
H 7.641 -2.665 19.215 0.3599
H 6.821 -4.554 17.799 0.4100
H 8.158 -6.674 17.515 0.2995
F 13.296 -12.436 15.231 -0.3692
C 12.776 -12.459 16.447 0.0751
C 13.318 -11.775 17.527 0.2974
C 12.842 -12.182 18.751 -0.0372
F 13.496 -11.839 19.891 -0.3619
C 11.637 -12.888 18.906 0.3365
F 11.050 -13.091 20.093 -0.3664
C 11.022 -13.430 17.801 0.5645
F 9.816 -14.092 17.937 -0.3920
C 11.564 -13.219 16.568 0.2711
F 10.961 -13.650 15.458 -0.3728
Ge 14.625 -10.326 17.261 0.8506
S 14.383 -8.567 18.575 -0.4718
C 16.455 -10.846 17.753 -0.2875
C 17.537 -10.033 17.354 0.1134
F 17.313 -8.782 16.845 -0.3259
C 18.843 -10.351 17.700 0.0973
F 19.859 -9.557 17.310 -0.3065
C 19.099 -11.451 18.457 0.5867
F 20.318 -11.663 18.976 -0.2964
C 18.078 -12.334 18.717 0.1162
F 18.382 -13.471 19.510 -0.3208
C 16.797 -12.020 18.415 0.2589
F 15.872 -12.952 18.728 -0.2869
C 14.688 -9.811 15.300 -0.2475
C 15.776 -10.078 14.471 0.4562
F 16.617 -11.081 14.813 -0.3505
C 15.945 -9.373 13.299 0.3112
F 17.150 -9.325 12.697 -0.3123
C 14.928 -8.515 12.856 0.4328
F 15.037 -7.998 11.603 -0.2994
C 13.702 -8.410 13.554 -0.3078
F 12.725 -7.573 13.063 -0.3167
C 13.651 -9.089 14.763 0.1135
F 12.469 -9.111 15.529 0.1541
C 7.938 -8.514 23.951 -1.3901
Si 9.706 -9.152 24.418 0.8477
C 9.688 -8.872 26.314 -1.3102
C 9.844 -10.932 23.868 -0.9705
Si 11.460 -7.889 23.310 -0.1951
Te 11.086 -8.535 20.796 -0.3803
Si 11.249 -5.519 23.779 0.9975
C 11.660 -5.294 25.549 -1.2495
C 9.351 -5.142 23.642 -1.2037
C 12.358 -4.489 22.626 -0.7290
Si 13.594 -8.870 23.515 0.4781
C 14.618 -7.379 24.043 -0.8183
C 13.470 -10.021 24.957 -1.1067
C 14.333 -9.759 22.033 -0.3352
H 7.463 -9.388 23.529 0.4597
H 7.930 -7.813 23.117 0.2899
H 7.220 -8.181 24.717 0.3814
H 9.175 -9.724 26.683 0.4433
H 9.036 -7.987 26.489 0.3001
H 10.664 -8.713 26.762 0.2918
H 8.889 -11.367 24.143 0.4348
H 10.688 -11.491 24.351 0.2504
H 9.938 -10.999 22.797 0.1610
H 11.225 -6.173 26.038 0.1970
H 11.130 -4.461 26.038 0.4233
H 12.740 -5.290 25.764 0.3366
H 8.879 -5.760 24.388 0.2785
H 8.811 -5.345 22.713 0.2518
H 9.202 -4.123 23.989 0.4406
H 13.156 -5.068 22.190 -0.0997
H 12.755 -3.698 23.259 0.5285
H 11.807 -3.977 21.842 0.1986
H 13.951 -6.691 24.593 -0.0751
H 15.035 -6.848 23.220 0.2746
H 15.418 -7.718 24.715 0.3873
H 12.925 -9.515 25.735 0.1878
H 14.440 -10.221 25.378 0.4464
H 12.982 -10.933 24.722 0.2726
H 13.470 -10.118 21.367 -0.3379
H 14.929 -10.618 22.416 0.4509
H 14.974 -9.013 21.501 0.2238
```

Expectation value of S²: 2.093
Multiplicity: 3
Net charge: -1
Gap between HOMO and LUMO (spin up / spin down), eV: 5.486 / 6.123
Lowest unoccupied orbital energy (spin up / spin down), hartree: 0.0706 / 0.0714

No. 2
Formula: C42H40CoN6O2PS3Si
Source: the OMol25 dataset
Level of theory: ωB97M-V/def2-TZVPD

The geometry in XYZ format:
```
96
Properties=species:S:1:pos:R:3:mulliken_charge:R:1
Co -0.180 0.194 0.357 -1.9649
O -0.776 -4.054 0.612 -0.7698
C -0.374 -2.941 0.884 -0.0066
O -0.994 -1.810 0.725 -0.2625
C 1.000 -2.757 1.540 -1.0373
P 0.999 -0.995 1.994 1.0536
C 2.734 -0.505 2.255 0.8353
C 3.076 0.843 2.132 -0.3514
C 4.390 1.258 2.294 -0.5378
C 5.382 0.321 2.554 -0.5772
C 5.054 -1.025 2.657 -0.7282
C 3.737 -1.436 2.511 -0.6081
C 0.318 -1.156 3.686 1.3383
C 1.135 -1.047 4.810 -0.2072
C 0.623 -1.289 6.076 -0.7278
C -0.711 -1.640 6.233 -0.7524
C -1.527 -1.756 5.116 -0.8067
C -1.018 -1.522 3.846 -0.5111
H 1.801 -3.024 0.861 0.4930
H 1.067 -3.370 2.436 0.7564
H 2.312 1.571 1.882 0.0543
H 4.641 2.307 2.195 0.4455
H 6.412 0.637 2.662 0.3511
H 5.827 -1.759 2.846 0.4080
H 3.492 -2.489 2.594 0.3769
H 2.172 -0.756 4.705 0.2469
H 1.269 -1.197 6.941 0.4151
H -1.111 -1.826 7.222 0.3857
H -2.571 -2.030 5.223 0.4552
H -1.658 -1.621 2.979 0.4655
C 4.766 -2.192 -1.260 -0.6161
C 4.977 -0.834 -1.033 -0.6315
C 3.907 0.024 -0.852 -0.3522
C 2.603 -0.473 -0.871 -0.3808
C 2.388 -1.819 -1.127 -0.6729
C 3.467 -2.675 -1.317 -0.6324
N 1.494 0.392 -0.665 2.7655
N 1.685 1.592 -1.200 -0.7587
C 0.554 2.319 -1.242 -0.3984
C 0.533 3.563 -1.906 -0.7091
C -0.656 4.218 -2.055 -0.7432
C -1.832 3.660 -1.522 -0.8748
C -1.741 2.481 -0.832 -0.3577
N -0.581 1.819 -0.687 1.4194
H 5.606 -2.859 -1.412 0.4108
H 5.986 -0.439 -0.998 0.3894
H 4.062 1.080 -0.680 0.4654
H 1.371 -2.176 -1.239 0.5509
H 3.281 -3.721 -1.528 0.4582
H 1.462 3.929 -2.322 0.5654
H -0.695 5.158 -2.592 0.4299
H -2.791 4.146 -1.627 0.4834
H -2.609 2.036 -0.366 0.0379
S -0.146 1.894 -6.815 -0.4479
C -0.476 0.696 -5.695 0.2033
S -0.239 0.967 -4.008 0.0947
C -0.846 -0.626 -3.593 0.1360
N -1.171 -1.298 -4.652 -0.8405
N -0.956 -0.560 -5.823 0.5884
C -1.323 -1.244 -7.027 0.6247
C -0.888 -0.824 -8.279 -0.4569
C -1.273 -1.527 -9.415 -0.6437
C -2.083 -2.647 -9.324 -0.4269
C -2.505 -3.068 -8.069 -0.5311
C -2.131 -2.380 -6.927 -0.3861
S -1.008 -1.206 -1.981 -0.1857
H -0.254 0.043 -8.369 0.1740
H -0.924 -1.185 -10.382 0.3444
H -2.380 -3.186 -10.216 0.3631
H -3.133 -3.946 -7.972 0.3400
H -2.451 -2.712 -5.953 0.4640
C -2.549 3.309 3.189 -1.2897
Si -1.031 2.339 2.664 0.3393
C 0.038 3.560 1.723 -1.1783
C -0.057 2.100 4.242 -1.0067
N -1.435 0.927 1.733 1.4832
C -2.747 0.406 1.724 0.3287
C -3.530 0.411 2.891 -0.0820
C -4.841 -0.044 2.895 -1.1945
C -5.413 -0.563 1.744 -0.7161
C -4.636 -0.627 0.592 -0.8864
C -3.335 -0.153 0.579 -0.1021
H -2.242 4.354 3.307 0.4569
H -2.941 2.961 4.147 0.3189
H -3.362 3.269 2.458 0.3243
H 0.306 4.369 2.413 0.6072
H -0.485 3.999 0.870 0.2513
H 0.973 3.124 1.355 0.1518
H 0.215 3.095 4.618 0.4743
H 0.867 1.541 4.108 0.2175
H -0.646 1.590 5.013 0.2414
H -3.085 0.757 3.818 0.6480
H -5.410 -0.012 3.818 0.4130
H -6.431 -0.931 1.747 0.3849
H -5.038 -1.066 -0.313 0.4634
H -2.753 -0.262 -0.331 -0.1424
```

Expectation value of S²: 3.856
Multiplicity: 4
Net charge: -1
Gap between HOMO and LUMO (spin up / spin down), eV: 5.192 / 6.153
Lowest unoccupied orbital energy (spin up / spin down), hartree: 0.0245 / 0.0519

No. 3
Formula: C42H40N10O4S3Ti
Source: the OMol25 dataset
Level of theory: ωB97M-V/def2-TZVPD

The geometry in XYZ format:
```
100
Properties=species:S:1:pos:R:3:mulliken_charge:R:1
Ti -0.229 -0.012 -0.609 -0.9897
C 4.330 3.288 1.866 -0.9207
C 3.174 2.666 2.624 -0.5498
N 1.892 2.780 1.925 -0.0722
C 1.507 1.960 0.948 0.8890
S -0.113 2.212 0.303 -0.7890
N 2.347 1.023 0.563 -1.9845
N 1.805 0.196 -0.368 2.1608
C 2.526 -0.758 -0.849 1.1070
C 3.904 -1.074 -0.393 -1.8905
C 1.888 -1.523 -1.941 0.2790
C 2.562 -2.499 -2.652 -0.8310
C 1.936 -3.078 -3.748 -1.0807
C 0.657 -2.671 -4.088 -1.2205
C 0.025 -1.728 -3.295 -0.3890
N 0.621 -1.169 -2.240 1.4824
H 5.264 3.095 2.392 0.3978
H 4.211 4.367 1.776 0.3052
H 4.405 2.863 0.866 0.1179
H 3.035 3.140 3.595 0.5286
H 3.351 1.604 2.795 0.2149
H 1.280 3.550 2.147 0.2899
H 4.117 -0.551 0.534 0.3890
H 4.641 -0.767 -1.139 0.2946
H 3.997 -2.150 -0.240 0.5594
H 3.564 -2.780 -2.367 0.6164
H 2.446 -3.834 -4.329 0.5024
H 0.136 -3.087 -4.937 0.5845
H -0.995 -1.422 -3.495 0.5531
C 1.854 2.047 -4.623 -0.6200
O 0.399 1.910 -4.704 -0.4842
C 0.021 1.577 -3.474 -0.2154
N 0.873 1.436 -2.554 0.2787
C 2.199 1.684 -3.154 0.4015
C 2.979 2.781 -2.478 0.1522
C 2.337 3.863 -1.889 -0.1061
C 3.079 4.929 -1.402 -0.7908
C 4.463 4.919 -1.496 -0.6197
C 5.108 3.833 -2.070 -0.8235
C 4.367 2.768 -2.560 -0.4776
C -1.406 1.324 -3.244 0.5128
C -2.355 1.672 -4.185 -0.9349
C -3.692 1.426 -3.915 -0.9475
C -4.027 0.868 -2.695 -0.9906
C -3.012 0.567 -1.807 0.2851
N -1.708 0.743 -2.065 1.2767
C -3.290 0.109 -0.445 -0.2932
N -2.395 0.130 0.455 0.6218
C -3.051 -0.388 1.699 1.6678
C -4.470 -0.745 1.211 -0.4504
O -4.516 -0.292 -0.173 -0.4710
C -2.974 0.556 2.883 0.3806
C -4.081 0.840 3.674 -1.0474
C -3.963 1.639 4.806 -0.9690
C -2.732 2.155 5.171 -0.6335
C -1.616 1.857 4.400 -1.2705
C -1.737 1.064 3.272 0.7605
H 2.097 3.080 -4.859 0.4105
H 2.281 1.378 -5.366 0.3349
H 2.766 0.750 -3.106 0.3768
H 1.256 3.879 -1.819 0.4256
H 2.572 5.774 -0.954 0.4493
H 5.038 5.754 -1.120 0.4707
H 6.186 3.819 -2.142 0.4381
H 4.875 1.926 -3.018 0.4507
H -2.032 2.132 -5.108 0.6676
H -4.456 1.685 -4.635 0.5110
H -5.051 0.676 -2.409 0.7059
H -2.534 -1.310 1.968 -0.7337
H -5.271 -0.231 1.733 0.3856
H -4.661 -1.816 1.197 0.3035
H -5.060 0.441 3.445 0.3223
H -4.841 1.851 5.400 0.4361
H -2.640 2.774 6.052 0.4408
H -0.643 2.238 4.684 0.5063
H -0.861 0.838 2.685 0.0038
N -2.460 -4.531 5.849 -0.4501
C -1.872 -3.984 4.762 0.9612
C -1.534 -2.620 4.736 -0.9097
C -0.954 -2.063 3.622 -0.4872
C -0.695 -2.857 2.501 0.1546
C -0.997 -4.224 2.522 -0.8383
C -1.591 -4.774 3.629 -0.9407
S 0.077 -2.175 1.127 1.8484
O 0.230 -0.705 1.374 -0.3677
O 1.246 -2.950 0.820 -0.7856
N -0.853 -1.967 -0.162 0.3591
C -1.348 -2.973 -0.983 0.1175
S -0.649 -4.529 -1.206 0.0269
C -1.865 -4.873 -2.363 -0.3927
C -2.673 -3.798 -2.524 -0.9416
N -2.375 -2.707 -1.738 -0.2432
H -2.571 -4.001 6.695 0.2073
H -2.615 -5.522 5.906 0.2041
H -1.725 -2.005 5.605 0.4007
H -0.703 -1.012 3.621 0.5939
H -0.757 -4.861 1.682 0.4878
H -1.824 -5.830 3.644 0.3389
H -1.932 -5.837 -2.836 0.5333
H -3.518 -3.754 -3.192 0.4707
```

Energy relative to the best compared isomer or geometry (same formula, charge and spin), kcal per mole: 29.0
Net charge: +2
Gap between HOMO and LUMO, eV: 6.126
Lowest unoccupied orbital energy, hartree: -0.2403

No. 4
Formula: C42H41BN9O4SeTi
Source: the OMol25 dataset
Level of theory: ωB97M-V/def2-TZVPD

The geometry in XYZ format:
```
99
Properties=species:S:1:pos:R:3:mulliken_charge:R:1
Ti -0.017 0.154 -0.186 0.1495
C -3.867 -3.358 0.873 -1.6970
C -3.026 -2.179 1.222 0.6794
C -3.025 -1.419 2.385 -0.9687
C -2.095 -0.408 2.206 -0.5383
N -1.514 -0.563 0.984 1.4855
N -2.121 -1.654 0.389 -0.0788
B -1.823 -2.018 -1.080 -1.0903
N -2.070 -0.744 -1.919 -0.1181
N -1.479 0.438 -1.544 1.1297
C -1.915 1.392 -2.407 -0.6018
C -2.760 0.811 -3.328 -1.1966
C -2.833 -0.542 -2.995 0.9451
C -3.619 -1.623 -3.652 -1.4968
C -1.540 2.814 -2.296 0.2372
C -1.757 3.510 -1.110 0.0350
C -1.443 4.862 -1.028 -1.0376
C -0.917 5.521 -2.132 -0.5877
C -0.719 4.832 -3.325 -0.9381
C -1.035 3.484 -3.409 -0.3779
N -0.325 -2.420 -1.202 0.6163
N 0.691 -1.580 -0.774 2.1041
C 1.880 -2.219 -1.044 -0.8377
C 1.593 -3.426 -1.642 -1.2366
C 0.206 -3.521 -1.730 0.3773
C -0.607 -4.629 -2.304 -1.4014
C 3.211 -1.722 -0.688 0.8515
C 4.219 -2.657 -0.443 -1.1488
C 5.496 -2.240 -0.104 -0.8581
C 5.788 -0.886 -0.010 -0.8020
C 4.794 0.052 -0.253 -0.9097
C 3.519 -0.370 -0.587 0.7620
C -1.843 0.687 3.153 0.4566
C -1.979 0.427 4.518 -0.7307
C -1.863 1.453 5.442 -1.0855
C -1.606 2.750 5.014 -0.6153
C -1.482 3.017 3.657 -0.8462
C -1.611 1.993 2.732 1.1204
H -4.458 -3.654 1.736 0.4602
H -4.550 -3.122 0.057 0.3119
H -3.257 -4.207 0.564 0.3203
H -3.684 -1.544 3.228 0.7571
H -2.511 -2.909 -1.450 -0.0040
H -3.292 1.311 -4.121 0.6659
H -4.130 -1.223 -4.524 0.4656
H -2.974 -2.439 -3.978 0.2643
H -4.368 -2.032 -2.974 0.2778
H -2.213 3.006 -0.265 0.8695
H -1.646 5.407 -0.115 0.5401
H -0.702 6.581 -2.078 0.5068
H -0.343 5.353 -4.197 0.5242
H -0.909 2.953 -4.347 0.5671
H 2.300 -4.157 -1.997 0.7528
H 0.048 -5.438 -2.618 0.5004
H -1.318 -5.019 -1.576 0.2491
H -1.171 -4.287 -3.172 0.2300
H 4.005 -3.717 -0.497 0.4421
H 6.266 -2.975 0.087 0.4601
H 6.787 -0.565 0.252 0.4686
H 5.019 1.109 -0.182 0.5094
H 2.763 0.371 -0.794 0.3960
H -2.185 -0.581 4.860 0.4314
H -1.986 1.245 6.497 0.5106
H -1.526 3.553 5.735 0.4563
H -1.319 4.033 3.319 0.4887
H -1.579 2.223 1.679 -0.0500
O 1.947 0.025 -5.125 -0.4795
C 1.379 0.135 -3.931 -0.2816
O 0.670 -0.684 -3.418 -0.3216
C 1.759 1.444 -3.275 0.4725
C 2.524 2.386 -3.969 -0.9317
C 2.824 3.592 -3.369 -1.2199
C 2.341 3.833 -2.090 -1.1884
C 1.603 2.837 -1.482 1.2719
N 1.316 1.657 -2.040 0.8061
C 1.009 2.961 -0.138 0.0040
O 1.056 4.020 0.590 -0.3727
O 0.409 1.978 0.335 0.0091
H 1.693 -0.822 -5.525 0.4214
H 2.871 2.159 -4.967 0.6683
H 3.418 4.335 -3.883 0.5458
H 2.554 4.777 -1.602 0.4875
H 1.464 4.779 0.144 0.4029
C 1.370 0.368 5.245 -0.8926
N 0.894 -0.893 4.670 0.4440
C 0.473 -1.973 5.412 -0.6269
C 0.178 -2.963 4.542 -0.5228
N 0.440 -2.479 3.277 0.3775
C 0.311 -3.257 2.053 -0.7249
C 0.874 -1.212 3.366 -0.2896
Se 1.506 -0.050 2.039 0.1527
H 1.090 1.187 4.588 0.3005
H 0.891 0.497 6.211 0.3651
H 2.451 0.331 5.365 0.3056
H 0.428 -1.942 6.487 0.5449
H -0.177 -3.965 4.708 0.5385
H 0.410 -4.309 2.305 0.4747
H 1.110 -2.970 1.376 0.0272
H -0.659 -3.079 1.588 0.1099
```

Energy relative to the best compared isomer or geometry (same formula, charge and spin), kcal per mole: 7.5
Net charge: +3
Gap between HOMO and LUMO, eV: 5.870
Lowest unoccupied orbital energy, hartree: -0.3533